Density functional theory data (wB97M-V/def2-TZVPD) for a cluster of 2 separate species, C8H9N2S in total at a distorted geometry.

```
20
Properties=species:S:1:pos:R:3:forces:R:3:nbo_charge:R:1
C 1.501 -0.989 0.461 1.168 -1.483 0.364 -0.20
C -1.054 0.129 0.751 -3.736 2.258 0.421 -0.02
C -1.969 -2.254 0.482 0.381 -1.746 -0.601 0.01
C -0.988 -1.176 0.624 1.582 -1.067 -0.127 -0.09
C 0.380 -1.703 0.421 -0.558 -1.012 -0.443 -0.21
C 0.470 2.603 -1.848 -0.777 -0.077 5.541 -0.43
C -0.064 1.457 -1.480 1.403 0.878 0.966 0.08
C 1.397 0.460 0.805 0.628 -1.019 2.147 -0.26
N -1.414 -3.367 0.120 -0.363 -0.186 0.355 -0.48
N 0.066 0.956 0.562 -0.757 3.808 -3.277 -0.44
S 0.253 -3.422 0.030 -0.563 0.710 0.134 0.59
H 2.448 -1.650 0.432 -1.177 2.008 -0.100 0.27
H -2.120 0.577 0.768 2.214 -0.097 0.135 0.26
H -3.067 -2.388 0.555 0.724 1.202 0.172 0.26
H 0.197 3.060 -2.745 0.144 0.613 -1.656 0.28
H 0.758 3.273 -0.903 0.017 -1.103 -2.531 0.23
H -0.534 0.669 -2.008 -0.508 -1.043 0.146 0.22
H 1.634 0.672 1.888 -0.274 -0.530 -0.612 0.24
H 2.085 1.064 0.296 0.961 0.845 -1.008 0.24
H 0.021 2.030 0.786 -0.507 -2.957 -0.025 0.47
```
Forces are in eV/Å.

Total charge   +1
HOMO energy (alpha / beta)   -11.790 / -11.790 eV
Maximum force   0.10881 hartree/bohr
DFT total energy   -817.49629 hartree
Gap between HOMO and LUMO (alpha / beta)   0.2403 / 0.2402 hartree